(1)
Molecular formula: C43H46BrN5OSW
Method: DFT, wB97M-V/def2-TZVPD

Results
Charge   +2
HOMO-LUMO gap (spin up / spin down)   6.678 / 6.227 eV
Total energy   -5054.00609 Ha
2S+1   3
ΔE to the lowest compared entry with this formula, charge and spin   9.2 kcal/mol
Strongest force on any atom   0.39 eV Å⁻¹

Positions of all 98 atoms, in Å:
W  -0.2405  -0.4060  0.7234
Br  1.7966  1.2036  1.6151
C  0.8812  2.0243  3.0699
C  1.5681  2.8106  3.9378
C  0.8328  3.4490  4.9613
C  -0.5222  3.2937  5.0253
C  -1.2200  2.4815  4.0952
C  -2.6316  2.3629  4.1394
C  -3.2758  1.5878  3.2243
C  -2.5366  0.8684  2.2576
C  -1.1699  0.9248  2.1581
C  -0.5045  1.7851  3.0903
H  2.6378  2.9574  3.8509
H  1.3532  4.0720  5.6772
H  -1.0894  3.8026  5.7964
H  -3.1808  2.8948  4.9078
H  -4.3549  1.4931  3.2506
H  -3.0904  0.2101  1.6134
C  -4.5808  -1.8564  1.8766
C  -4.0131  -2.5704  3.1023
C  -2.8444  -1.9771  3.8869
C  -3.0593  -1.7214  5.2366
C  -2.0303  -1.3337  6.0825
C  -0.7415  -1.2687  5.5957
C  -0.4675  -1.5138  4.2500
C  1.0061  -1.5273  3.8760
C  1.4461  -2.1153  2.5503
C  -1.5357  -1.7904  3.4000
N  -1.3016  -1.8652  1.9732
C  -1.6091  -2.9888  1.3846
C  -1.4832  -3.0403  -0.0084
C  -1.7466  -3.9576  -1.0166
C  -1.4273  -3.3123  -2.2200
C  -0.9826  -2.0375  -1.8954
N  -1.0208  -1.8575  -0.5515
H  -5.4239  -2.4294  1.4883
H  -3.8599  -1.7587  1.0623
H  -4.9545  -0.8645  2.1327
H  -3.7729  -3.6003  2.8249
H  -4.8249  -2.6769  3.8213
H  -4.0580  -1.8498  5.6381
H  -2.2319  -1.1361  7.1284
H  0.0817  -1.0452  6.2680
H  1.5074  -2.1247  4.6409
H  1.4252  -0.5245  3.9847
H  2.5307  -2.0883  2.4474
H  1.1374  -1.4914  1.6820
H  1.0733  -3.1170  2.3521
H  -1.9470  -3.8358  1.9719
H  -2.1264  -4.9617  -0.8912
H  -1.5070  -3.7203  -3.2166
H  -0.6218  -1.2580  -2.5517
N  5.1941  -1.7265  -4.0751
C  5.9591  -1.3806  -5.1704
C  6.9854  -2.0442  -5.8450
C  7.5292  -1.3817  -6.9211
C  7.0775  -0.1044  -7.3200
C  6.0680  0.5421  -6.6496
C  5.5010  -0.1145  -5.5497
N  4.4910  0.2987  -4.7028
C  4.3432  -0.6770  -3.8478
C  3.3460  -0.6296  -2.7853
C  3.0190  -1.7173  -1.9762
C  2.0428  -1.5780  -1.0167
N  1.3756  -0.4285  -0.8170
C  1.6917  0.6290  -1.5965
C  2.6554  0.5660  -2.5702
H  5.3063  -2.5551  -3.5201
H  7.3375  -3.0234  -5.5472
H  8.3274  -1.8519  -7.4817
H  7.5434  0.3698  -8.1740
H  5.7176  1.5219  -6.9492
H  3.4904  -2.6833  -2.0921
H  1.7533  -2.4221  -0.4062
H  1.1381  1.5363  -1.4106
H  2.8850  1.4296  -3.1789
C  -0.6861  4.1149  0.4250
C  -2.1497  3.9042  0.0649
C  -2.3378  3.1129  -1.2354
S  -2.4856  1.3521  -0.9813
O  -1.0301  0.8737  -0.6744
C  -2.7674  0.7398  -2.6392
C  -1.7305  1.0979  -3.7065
C  -2.1341  2.2659  -4.6007
H  -0.5942  4.7142  1.3320
H  -0.1572  4.6396  -0.3747
H  -0.1834  3.1646  0.5996
H  -2.6400  4.8683  -0.0719
H  -2.6806  3.4088  0.8816
H  -1.5246  3.2747  -1.9465
H  -3.2816  3.3672  -1.7291
H  -3.7767  1.0849  -2.8893
H  -2.8410  -0.3377  -2.4725
H  -1.5914  0.2102  -4.3256
H  -0.7599  1.2774  -3.2311
H  -3.0840  2.0615  -5.0975
H  -1.3858  2.4313  -5.3750
H  -2.2455  3.1994  -4.0491

Forces on the atoms, in the same order (eV/Å):
W -0.17 0.15 0.09
Br -0.11 -0.08 -0.11
C -0.06 0.03 0.03
C 0.03 0.07 0.09
C 0.03 0.01 0.00
C 0.00 0.01 0.01
C -0.05 0.07 0.08
C 0.02 0.01 0.03
C -0.01 -0.02 -0.04
C -0.10 0.17 0.18
C 0.11 -0.11 0.10
C 0.02 0.06 -0.06
H -0.07 -0.02 0.00
H -0.02 -0.02 -0.04
H 0.01 -0.03 -0.05
H 0.03 -0.02 -0.03
H 0.03 -0.01 -0.01
H -0.14 -0.15 -0.19
C 0.03 0.07 -0.03
C 0.01 0.01 0.07
C -0.03 -0.02 0.04
C -0.02 -0.02 0.00
C -0.03 0.00 0.01
C 0.04 0.00 0.02
C 0.03 0.01 0.09
C -0.03 0.00 0.00
C -0.07 0.09 -0.05
C 0.01 -0.05 -0.17
N 0.05 -0.03 0.18
C 0.00 -0.12 0.03
C 0.00 0.05 -0.03
C -0.02 -0.11 -0.05
C 0.00 -0.04 -0.07
C 0.02 -0.01 0.01
N 0.00 -0.02 -0.04
H 0.02 0.01 0.03
H -0.01 0.03 0.00
H 0.02 0.01 0.01
H 0.00 0.02 0.03
H -0.02 0.01 0.00
H 0.04 0.01 -0.01
H 0.02 -0.01 -0.06
H -0.06 -0.02 -0.05
H 0.01 0.02 0.04
H -0.03 0.05 -0.02
H 0.04 -0.08 0.10
H 0.25 -0.17 -0.12
H 0.00 -0.04 0.05
H 0.03 0.02 -0.05
H 0.03 0.09 -0.01
H 0.00 0.02 0.08
H 0.00 -0.06 0.02
N 0.03 0.01 -0.08
C 0.02 -0.16 0.11
C -0.02 0.01 0.01
C 0.02 0.01 -0.03
C 0.01 0.00 0.00
C 0.00 0.03 -0.02
C -0.14 0.19 0.01
N 0.14 0.00 -0.13
C -0.09 -0.04 0.13
C 0.13 -0.03 -0.14
C 0.00 -0.06 0.04
C -0.01 0.06 -0.11
N 0.08 0.05 -0.01
C 0.07 -0.16 0.03
C -0.09 0.10 0.01
H 0.00 -0.04 0.02
H -0.02 0.03 0.00
H -0.03 0.02 0.02
H -0.02 -0.02 0.03
H 0.02 -0.06 0.02
H 0.01 0.01 0.00
H 0.00 -0.06 0.05
H -0.02 0.07 0.01
H 0.00 -0.02 0.00
C 0.04 0.06 0.01
C -0.02 -0.06 -0.04
C 0.02 0.12 -0.05
S 0.04 -0.16 0.26
O 0.06 0.33 -0.19
C -0.14 -0.06 -0.08
C 0.03 0.00 0.06
C -0.02 0.02 -0.02
H -0.01 -0.04 -0.03
H -0.03 -0.01 0.03
H 0.03 -0.05 -0.01
H 0.02 0.02 -0.02
H 0.00 -0.01 0.01
H -0.01 0.03 0.03
H 0.02 -0.03 0.03
H 0.05 0.02 -0.02
H -0.01 0.04 -0.03
H 0.00 -0.01 -0.03
H -0.04 0.02 -0.02
H 0.03 -0.01 0.01
H -0.01 -0.01 0.01
H 0.00 -0.01 0.00

For reference, the Mulliken charges in units of e are: 0.8958 0.1305 0.6613 -0.6092 -0.9545 -1.0236 0.6537 -1.1456 -1.3995 0.8293 0.4537 1.0146 0.5369 0.4251 0.4999 0.5078 0.3959 -0.1766 -0.4844 -1.2656 0.9528 -1.0991 -1.3530 -0.7848 0.8363 -1.1881 -0.6342 -0.1597 1.0568 -0.5168 -0.3362 -1.2270 -1.1275 -1.0862 1.4847 0.4821 -0.1637 0.1920 0.3879 0.4997 0.4373 0.4346 0.5365 0.7151 0.2710 0.3749 0.0096 0.5153 0.9405 0.5754 0.5249 0.7385 0.0144 0.7995 -1.0680 -0.4228 -0.5151 -0.7992 0.6060 -0.5855 -0.1829 1.0722 -1.0906 -0.5931 0.2154 -0.7036 -0.8678 0.1810 0.3906 0.3972 0.4030 0.4424 0.3795 0.4454 0.6316 0.5911 -1.0079 -0.3875 -1.0563 0.7364 -0.9567 -0.8572 0.0283 -1.4867 0.3697 0.4760 -0.0218 0.4585 0.1237 0.3018 0.7092 0.8060 0.3587 0.5180 -0.1897 0.4004 0.4091 0.2921

***

(2)
Molecular formula: C43H46Cl4N6O2PY
Method: DFT, wB97M-V/def2-TZVPD

Results
HOMO-LUMO gap   7.367 eV
Total energy   -4365.82752 Ha
ΔE to the lowest compared entry with this formula, charge and spin   43.4 kcal/mol
Strongest force on any atom   0.69 eV Å⁻¹

Positions of all 103 atoms, in Å:
Y  0.2115  -0.0087  0.2755
N  -3.0481  1.5763  1.2342
P  -0.6756  2.1674  1.4802
C  -1.2302  3.8510  1.0521
C  -2.2352  4.4840  1.7784
C  -2.6690  5.7520  1.4258
C  -2.1108  6.4066  0.3355
C  -1.1071  5.7868  -0.3917
C  -0.6691  4.5200  -0.0313
C  -0.6671  2.0304  3.3136
C  0.5629  1.9462  3.9668
C  0.6355  1.6920  5.3278
C  -0.5238  1.5120  6.0680
C  -1.7536  1.5867  5.4308
C  -1.8265  1.8375  4.0675
C  -3.2482  0.3422  0.8211
C  -4.5651  -0.1373  0.4711
C  -4.7777  -1.4259  0.1082
C  -3.6911  -2.3256  0.0623
C  -2.4616  -1.8193  0.3633
N  -2.1892  -0.5405  0.7112
H  -3.9236  2.0906  1.2369
H  -2.6732  3.9869  2.6334
H  -3.4459  6.2331  2.0067
H  -2.4514  7.3966  0.0610
H  -0.6517  6.2920  -1.2345
H  0.1530  4.0785  -0.5816
H  1.4750  2.0747  3.4010
H  1.6046  1.6376  5.8089
H  -0.4695  1.3131  7.1309
H  -2.6670  1.4400  5.9938
H  -2.7877  1.8472  3.5748
H  -5.3845  0.5690  0.5191
H  -5.7775  -1.7606  -0.1424
H  -3.8118  -3.3651  -0.2070
H  -1.5976  -2.4789  0.3326
Cl  2.5637  -0.6169  2.2567
C  1.6517  -2.0474  2.7743
Cl  -0.0827  -1.6651  2.7808
H  1.9555  -2.3176  3.7778
H  1.8165  -2.8317  2.0477
Cl  1.4721  4.7246  2.6446
C  2.4015  4.0818  1.3249
C  3.5015  4.8137  0.9124
C  4.3428  4.3437  -0.0839
C  4.0780  3.1079  -0.6524
C  2.9705  2.4045  -0.2304
Cl  2.7021  0.8191  -0.9652
C  2.0460  2.8385  0.7492
N  0.9696  2.0601  1.0249
H  3.6980  5.7605  1.3969
H  5.1991  4.9223  -0.3995
H  4.7201  2.6894  -1.4154
C  -1.4402  -5.1850  2.2927
C  0.0209  -5.1474  1.9292
C  0.9691  -5.2659  2.9398
C  2.3223  -5.2661  2.6393
C  2.7295  -5.0782  1.3333
C  1.7919  -4.9482  0.3061
N  2.3294  -4.8531  -0.9892
C  1.8455  -4.3476  -2.1908
C  2.2377  -5.0524  -3.3414
C  1.8342  -4.6755  -4.6024
C  0.9899  -3.5811  -4.7660
C  0.6169  -2.8652  -3.6501
C  1.0581  -3.1972  -2.3626
C  0.7119  -2.2192  -1.2938
O  1.2842  -2.2176  -0.1699
O  -0.1398  -1.3148  -1.5714
C  0.4217  -5.0367  0.5883
C  -0.6094  -5.1027  -0.5066
H  -1.5633  -5.1455  3.3740
H  -1.9176  -6.1013  1.9372
H  -1.9868  -4.3450  1.8612
H  0.6386  -5.3788  3.9651
H  3.0590  -5.3834  3.4244
H  3.7837  -5.0224  1.0874
H  3.1562  -5.4141  -1.1090
H  2.8541  -5.9355  -3.2159
H  2.1583  -5.2521  -5.4594
H  0.6380  -3.2925  -5.7467
H  -0.0332  -2.0055  -3.7426
H  -0.2058  -5.5789  -1.3987
H  -0.9798  -4.1191  -0.8103
H  -1.4711  -5.6831  -0.1822
C  -0.1421  1.5081  -5.3172
C  -0.1471  2.1818  -3.9492
C  1.2315  2.7990  -3.6809
C  -1.2255  3.2606  -3.8996
N  -0.5025  1.1167  -2.9967
N  -0.5164  1.5100  -1.6298
H  0.1041  2.2284  -6.0981
H  -1.1206  1.0766  -5.5293
H  0.6028  0.7083  -5.3513
H  1.4556  3.5598  -4.4305
H  2.0118  2.0363  -3.7226
H  1.2937  3.2928  -2.7065
H  -1.0380  4.0159  -4.6643
H  -1.2447  3.7693  -2.9328
H  -2.2073  2.8193  -4.0760
H  0.1311  0.3294  -3.0730
H  -1.4557  1.8249  -1.3955
H  0.1065  2.2978  -1.4631

Forces on the atoms, in the same order (eV/Å):
Y -0.68 -0.10 -0.08
N 0.06 -0.01 0.03
P 0.50 0.26 0.35
C 0.00 -0.02 -0.03
C -0.01 0.01 0.00
C 0.00 0.00 0.00
C 0.00 0.00 0.00
C 0.00 0.01 0.00
C 0.03 0.00 0.01
C -0.05 0.07 0.02
C 0.03 -0.05 0.00
C 0.00 -0.01 0.00
C -0.01 0.01 -0.01
C 0.00 0.00 0.01
C -0.01 -0.03 -0.05
C -0.03 0.07 0.04
C -0.01 -0.07 -0.01
C -0.04 0.04 0.00
C 0.05 -0.09 0.04
C 0.06 0.00 0.01
N 0.14 0.02 -0.22
H -0.02 -0.03 0.00
H -0.01 -0.01 0.00
H 0.00 0.00 0.00
H 0.00 0.00 0.00
H 0.00 0.00 0.00
H 0.00 0.01 0.01
H -0.03 -0.05 0.03
H 0.00 0.00 0.00
H 0.00 0.00 0.00
H 0.00 0.00 0.00
H -0.02 0.01 -0.04
H 0.00 0.01 0.00
H 0.00 0.00 0.00
H 0.00 0.00 0.00
H -0.01 0.05 0.00
Cl 0.09 -0.02 0.06
C -0.01 0.01 0.00
Cl -0.01 0.08 0.05
H 0.00 0.01 -0.01
H 0.00 0.03 0.00
Cl -0.03 0.09 -0.08
C 0.00 0.00 0.02
C 0.03 0.00 -0.02
C -0.03 0.00 0.02
C 0.00 0.00 0.00
C 0.01 -0.04 -0.01
Cl 0.03 0.05 -0.04
C 0.08 0.05 0.05
N -0.17 -0.18 -0.11
H 0.00 0.00 0.00
H 0.00 0.00 0.00
H 0.00 0.00 0.00
C 0.00 0.01 0.00
C 0.00 0.00 0.00
C -0.01 -0.04 0.01
C 0.03 -0.02 -0.01
C 0.01 0.00 0.03
C -0.01 -0.06 -0.03
N -0.02 0.01 0.02
C 0.04 0.01 -0.01
C -0.01 -0.01 0.01
C -0.01 0.01 0.00
C 0.01 -0.01 0.00
C -0.02 0.00 -0.02
C -0.03 -0.01 0.00
C 0.07 0.00 -0.01
O -0.04 0.13 0.05
O 0.19 -0.11 -0.24
C -0.01 -0.01 0.00
C 0.01 0.01 0.01
H 0.00 0.00 0.00
H 0.00 0.00 0.00
H -0.01 0.01 -0.01
H -0.01 0.00 0.01
H 0.00 0.00 0.00
H 0.00 0.00 0.01
H 0.00 0.01 0.01
H 0.00 0.00 0.00
H 0.00 0.00 0.00
H 0.00 0.00 0.00
H 0.02 -0.01 0.00
H 0.00 0.00 0.00
H 0.01 -0.04 -0.01
H 0.00 0.00 0.00
C 0.00 -0.01 0.00
C -0.01 -0.01 0.01
C 0.00 -0.01 0.00
C 0.00 0.00 0.00
N 0.01 0.02 -0.03
N -0.10 -0.02 0.17
H 0.00 0.00 0.00
H 0.00 0.00 0.00
H 0.00 0.00 0.00
H 0.00 0.00 0.00
H 0.00 0.00 0.00
H 0.00 0.00 0.00
H 0.00 0.00 0.00
H 0.00 0.00 0.00
H 0.00 0.00 0.00
H -0.01 -0.02 0.01
H -0.01 0.01 0.02
H -0.01 0.00 -0.03

Results of the Mulliken charge analysis, in e, for atoms 1 through 99: -1.3603 -0.1153 1.2378 1.1698 -1.0482 -0.6658 -0.7514 -0.9197 0.5015 1.2293 -0.1952 -1.0424 -0.6336 -0.8040 -0.4477 0.1578 -1.1746 -0.8065 -0.7062 0.2228 0.5382 0.1566 0.3039 0.4333 0.3882 0.4774 0.0003 0.2940 0.4617 0.3945 0.4316 0.3488 0.4077 0.3978 0.5261 -0.1120 -0.1229 0.7505 -0.0400 0.6078 -0.8468 -0.1780 0.8965 -0.5366 -0.6303 -0.6891 0.7019 -0.1138 -1.9143 1.4081 0.4592 0.4077 0.4944 -1.8000 1.2334 -0.9046 -0.9584 -0.8036 -0.3468 0.1061 0.0283 -0.8713 -0.6357 -0.9855 -1.0376 1.1415 1.9141 -0.9782 -0.9827 2.1535 -1.7216 0.3878 0.4087 0.1772 0.3715 0.3770 0.4223 0.3196 0.4296 0.4001 0.4467 0.4927 0.3731 0.1525 0.5429 -1.8964 1.9302 -1.4875 -1.6534 -0.5647 0.9193 0.4351 0.4104 0.3838 0.5186 0.2528 0.3080 0.4768 0.1420

***

What is the formula in the second record?
C43H46Cl4N6O2PY

***

Among the records above, which one has the highest total energy?
C43H46Cl4N6O2PY

***

Which formula does entry 2 have?
C43H46Cl4N6O2PY